Below is a cluster of 3 separate species, C4H15N2O2 in total in a non-equilibrium geometry, with properties calculated with ωB97M-V with the def2-TZVPD basis set.

The geometry in ORCA input format:
```
! wB97M-V def2-TZVPD RIJCOSX def2/J DEFGRID3
* xyz 1 1
O -1.20 -2.95 -0.45
O -2.73 -0.68 -0.44
N 0.02 -0.54 0.30
N -0.93 0.97 -2.05
C 0.14 1.38 -1.28
C 2.07 1.02 2.00
C 1.84 1.27 0.53
C 0.61 0.75 -0.13
H 2.78 1.00 -0.09
H -2.84 -1.09 0.42
H 1.97 0.00 2.27
H -3.03 -1.16 -1.14
H 0.91 -1.03 0.69
H -0.62 -3.69 -0.37
H -1.22 1.43 -2.86
H 1.87 2.33 0.20
H 1.37 1.54 2.60
H -0.61 -0.32 1.18
H -1.48 0.27 -1.63
H 2.87 1.68 2.36
H -2.01 -3.48 -0.20
H 0.59 2.43 -1.54
H -0.35 -1.12 -0.37
*
```

Its HOMO energy is -11.68 eV. Its molecular weight is 123.18 g mol⁻¹. For the calculated total energy, the calculation gives -11458.3940 eV. The HOMO-LUMO gap is 8.3 eV. The calculation puts the energy relative to the best compared isomer or geometry (same formula, charge and spin) at 66.0 kcal/mol. The calculation puts the LUMO energy at -3.36 eV.

=====

Below is a cluster of 2 separate species, C7H12N3 in total in a non-equilibrium geometry, with properties calculated with ωB97M-V with the def2-TZVPD basis set.

The geometry in ORCA input format:
```
! wB97M-V def2-TZVPD RIJCOSX def2/J DEFGRID3
* xyz 1 1
N 2.69 0.22 1.01
N -3.17 1.76 0.65
N -0.55 0.10 -0.13
C 0.64 0.81 -0.36
C -1.18 -1.07 -0.69
C 0.32 0.25 1.02
C 1.55 -0.27 0.38
C 0.95 1.93 -1.27
C -1.71 -2.15 0.31
C -2.26 1.21 0.28
H 1.54 2.62 -0.82
H 0.00 2.47 -1.47
H -2.02 -0.80 -1.26
H -0.49 -1.63 -1.36
H 3.61 0.27 0.55
H 1.15 1.58 -2.35
H -2.43 -1.75 0.90
H 1.78 -1.31 0.08
H -2.30 -3.00 -0.30
H 0.24 0.36 2.15
H -0.94 -2.58 0.97
H 2.56 0.97 1.72
*
```

Its HOMO energy (spin up / spin down) is -13.80 / -13.80 eV. Its molecular weight is 138.19 g mol⁻¹. For the calculated total energy, the calculation gives -11909.1115 eV. The HOMO-LUMO gap (spin up / spin down) is 7.0 / 7.0 eV. The calculation puts the energy relative to the best compared isomer or geometry (same formula, charge and spin) at 217.5 kcal/mol. The calculation puts the LUMO energy (spin up / spin down) at -6.82 / -6.82 eV.

=====

Below is the molecule C16H16N6OS in a non-equilibrium geometry, with properties calculated with ωB97M-V with the def2-TZVPD basis set.

The geometry in ORCA input format:
```
! wB97M-V def2-TZVPD RIJCOSX def2/J DEFGRID3
* xyz 0 1
S 1.35 4.06 -2.73
O -1.32 -4.13 2.39
N -2.07 -1.37 2.22
N 1.12 -0.82 -2.01
N -0.19 2.93 -0.88
N 0.99 1.35 -2.26
N 3.84 6.69 -1.88
N 1.91 0.94 -3.16
C 3.23 5.71 -1.66
C -2.09 -3.67 1.25
C -0.69 1.84 -0.12
C 0.59 0.27 -1.52
C -0.47 -3.07 2.91
C -2.93 -2.42 1.58
C 2.51 4.48 -1.33
C -0.79 -0.51 0.40
C -1.53 2.11 0.94
C -1.62 -0.25 1.46
C 2.91 -1.15 -3.81
C 2.00 -0.33 -3.00
C -0.29 0.52 -0.38
C -1.28 -1.87 3.35
C -2.04 1.05 1.75
C 0.60 2.65 -1.94
H -3.76 -2.69 2.26
H -0.57 -1.10 3.69
H 1.94 4.70 -0.40
H 2.97 -0.70 -4.82
H -3.38 -2.08 0.63
H -2.77 -4.47 0.92
H -2.70 1.21 2.63
H -1.77 3.15 1.14
H 3.22 3.64 -1.16
H 3.87 -1.11 -3.34
H -1.40 -3.47 0.40
H 0.28 -2.73 2.21
H -0.41 -1.49 0.19
H 0.11 -3.48 3.76
H 2.54 -2.19 -3.84
H -1.95 -2.19 4.15
*
```

Its HOMO energy is -8.44 eV. Its molecular weight is 340.41 g mol⁻¹. For the calculated total energy, the calculation gives -38673.3983 eV. The HOMO-LUMO gap is 7.9 eV. The calculation puts the energy relative to the best compared isomer or geometry (same formula, charge and spin) at 88.6 kcal/mol. The calculation puts the LUMO energy at -0.50 eV.

=====

> Which value of molecular weight does entry 3 give?

340.41 g mol⁻¹